Here is a molecular structure, C37H33GeN3O7Ru in a non-equilibrium geometry from the OMol25 dataset. Energies are from ωB97M-V/def2-TZVPD.

Spin multiplicity: 2
<S²>: 0.757
HOMO (alpha / beta) (eV): -4.9443 / -5.1373
E_LUMO (alpha / beta) (eV): 2.43 / 2.13
Total charge: -1
Orbital gap (alpha / beta) (eV): 7.378 / 7.267

CARTESIAN COORDINATES (ANGSTROEM)
1 Ru -2.6384 0.1457 -1.0237
2 O -2.6170 2.1485 -1.1978
3 C -2.0505 2.8750 -2.0916
4 C -2.3752 4.2583 -2.1652
5 C -1.6910 5.1048 -2.9900
6 C -0.6185 4.6417 -3.7807
7 C -0.3319 3.3038 -3.7793
8 C -1.0723 2.3878 -3.0071
9 C -0.8391 0.9880 -3.2085
10 N -1.5195 0.0307 -2.7092
11 C -1.0645 -1.3436 -2.9583
12 C -2.1724 -2.2890 -2.5405
13 N -2.6276 -1.8739 -1.2093
14 C -3.2608 -2.7100 -0.4842
15 C -3.8227 -2.4483 0.8104
16 C -4.3911 -3.5232 1.5206
17 C -4.8299 -3.3829 2.8097
18 C -4.6974 -2.1253 3.4347
19 C -4.2015 -1.0484 2.7577
20 C -3.7940 -1.1544 1.4000
21 O -3.4496 -0.0897 0.7706
22 H -3.1782 4.6132 -1.5317
23 H -1.9710 6.1518 -3.0259
24 H -0.0462 5.3270 -4.3918
25 H 0.4732 2.9193 -4.3993
26 H -0.0374 0.7240 -3.9055
27 H -0.1866 -1.5250 -2.3315
28 H -0.7989 -1.4876 -4.0071
29 H -1.8185 -3.3218 -2.5298
30 H -3.0135 -2.1968 -3.2290
31 H -3.3382 -3.7366 -0.8524
32 H -4.4642 -4.4850 1.0203
33 H -5.2578 -4.2232 3.3402
34 H -5.0040 -2.0061 4.4682
35 H -4.1057 -0.0762 3.2237
36 O -1.0662 1.1846 1.7035
37 C -0.5218 1.2722 0.6197
38 O -0.5505 0.4015 -0.3676
39 C 0.4487 2.4288 0.3903
40 C 1.6436 2.2423 1.3438
41 Ge 2.4600 0.4608 1.1871
42 C 3.3082 0.2922 -0.5689
43 C 4.6943 0.2635 -0.7208
44 C 5.2715 0.1689 -1.9833
45 C 4.4673 0.1038 -3.1126
46 C 3.0849 0.1399 -2.9773
47 C 2.5081 0.2336 -1.7170
48 C 3.8740 0.3705 2.5487
49 C 4.6458 -0.7875 2.6828
50 C 5.6322 -0.8853 3.6546
51 C 5.8599 0.1765 4.5221
52 C 5.0997 1.3314 4.4085
53 C 4.1173 1.4257 3.4274
54 C 1.2945 -1.0701 1.5000
55 C 0.5775 -1.1592 2.6924
56 C -0.3077 -2.2063 2.9105
57 C -0.4789 -3.1848 1.9407
58 C 0.2453 -3.1185 0.7577
59 C 1.1247 -2.0655 0.5387
60 H -0.0849 3.3592 0.5932
61 H 0.7761 2.4183 -0.6505
62 H 1.3029 2.3774 2.3729
63 H 2.4173 2.9872 1.1395
64 H 5.3290 0.3163 0.1569
65 H 6.3505 0.1492 -2.0827
66 H 4.9172 0.0253 -4.0949
67 H 2.4548 0.0969 -3.8592
68 H 1.4253 0.2616 -1.6119
69 H 4.4661 -1.6246 2.0148
70 H 6.2208 -1.7914 3.7393
71 H 6.6253 0.1008 5.2848
72 H 5.2681 2.1605 5.0858
73 H 3.5315 2.3347 3.3484
74 H 0.6910 -0.3894 3.4476
75 H -0.8795 -2.2491 3.8295
76 H -1.1807 -3.9939 2.1053
77 H 0.1160 -3.8811 -0.0028
78 H 1.6726 -2.0086 -0.3955
79 O -5.3646 1.0360 -1.1031
80 N -5.5352 0.2051 -1.9894
81 O -6.6422 -0.0688 -2.4440
82 O -4.4978 -0.4134 -2.4718